[1]
C20H38BrCl4N3O4PS | the ωB97M-V functional and the def2-TZVPD basis

XYZ file:
```
72
C20H38BrCl4N3O4PS | OMol25 | the ωB97M-V functional and the def2-TZVPD basis
Cl -7.137 -4.243 -2.869
H -0.193 -1.760 -4.239
Cl -4.255 -4.017 -3.201
H 1.706 1.208 3.328
C 1.008 -0.280 -5.676
O -2.470 1.568 2.952
H 1.850 0.535 -5.654
C 1.367 0.089 3.347
H 0.847 -2.396 -1.071
C 4.387 0.540 -1.318
C 3.050 1.503 -1.167
C 1.513 -1.456 -1.285
C 2.644 -0.983 3.447
C 0.588 -0.859 -4.195
C -3.275 0.828 0.574
H 3.744 0.531 4.127
H -3.581 -4.413 -0.377
Br -0.153 2.791 -2.432
H 0.690 5.095 -0.872
H 2.650 1.930 -2.181
H -0.565 4.002 4.428
C -2.010 -1.439 -1.378
H -4.297 0.672 -0.012
H -2.708 3.727 3.328
H 4.380 0.140 -2.423
H 3.393 2.411 -0.473
H -1.075 -3.721 -1.773
H 2.597 0.166 0.531
H -0.301 2.138 4.241
H -3.183 -1.264 -1.508
Cl -5.350 -5.768 -1.152
H 0.760 -1.253 1.470
C 1.901 0.698 -0.279
H -3.856 2.738 1.760
H 6.722 0.630 -0.981
H 0.775 -0.053 4.374
H -1.122 2.733 5.835
C 0.371 -0.367 2.129
C -3.604 1.620 2.007
O 3.889 -0.178 3.432
H 1.227 -1.179 -6.409
S 2.030 -1.391 -3.123
H -3.315 2.553 4.703
H 1.586 2.333 1.461
C -2.687 -3.714 -0.084
H 0.020 -0.005 -3.586
H 5.801 2.031 -0.107
H -1.526 -1.076 -2.385
H 0.030 0.247 -6.112
H -2.632 1.570 -0.093
C 5.811 1.387 -1.090
C -5.590 -5.125 -2.796
H 4.429 -0.340 -0.538
C -0.338 -0.100 -0.070
H -4.523 1.072 2.501
H 6.050 2.093 -1.992
H 2.626 -1.796 2.602
N -0.055 0.741 1.193
O -2.560 -0.465 0.801
H 2.529 -1.633 -0.698
Cl -5.619 -6.471 -3.963
N 0.855 -0.124 -0.998
C -1.856 -3.082 -1.145
N -1.601 -0.633 -0.163
H -0.628 -0.763 2.648
H -2.447 -3.489 1.062
P -0.074 3.064 -0.178
C 1.003 1.688 0.673
H 2.590 -1.537 4.499
C -1.037 2.942 4.666
C -2.483 2.710 3.882
O 0.684 4.650 0.041
```

Summary:
- E (a.u.) = -6403.60562
- Kohn-Sham gap (eV) = 7.4
- charge = +1
- F_max (eV/Å) = 4.51
- LUMO (eV) = -3.55

Atomic partial charges in e from the Mulliken method, atoms 1 to 8: -0.088 0.264 -0.055 0.321 -0.980 -0.088 0.277 -0.544

[2]
C20H38IN3O10PS | the ωB97M-V functional and the def2-TZVPD basis

XYZ file:
```
74
C20H38IN3O10PS | OMol25 | the ωB97M-V functional and the def2-TZVPD basis
O -4.573 -1.405 -0.470
H -2.576 -2.494 -1.582
H -2.794 2.244 0.779
H 5.865 0.430 0.110
H 3.149 -3.853 -3.318
H 0.277 -3.181 -1.313
S -4.764 -0.766 -1.893
C 2.521 -4.605 -1.442
H -2.868 0.267 -2.781
C -2.254 4.959 1.453
O 2.866 2.130 0.281
H 0.844 3.882 1.968
H 0.388 3.951 -0.549
H 1.423 -3.714 -3.069
I 1.268 -6.329 -1.583
H -3.243 -1.240 -3.687
H 1.219 1.510 3.424
O 3.265 -4.452 -0.547
H -2.756 4.078 1.853
N -0.145 3.988 2.183
H -1.714 -2.722 2.902
C -3.166 -0.771 -2.718
O 6.643 -1.469 -1.705
C 0.433 0.778 3.611
H -0.108 -1.755 -0.433
O 6.329 0.810 -0.650
H -3.345 -1.309 3.890
C -2.154 -1.526 -1.833
H -2.827 5.324 0.599
O -0.929 2.485 -0.114
C 4.188 -0.479 -1.796
C 3.858 -1.746 -2.219
O 4.099 2.421 -1.517
H 0.511 -2.222 2.339
H -0.901 -2.607 -3.128
H 6.401 -1.775 -0.818
C 0.023 -1.499 3.002
H -1.469 -1.727 0.799
H -1.586 -0.238 1.395
H -2.286 5.723 2.228
H -0.512 -0.887 -3.107
H -2.346 0.127 3.771
C -0.806 4.671 1.067
C -2.316 -0.954 3.914
H -0.313 5.634 0.914
P 5.995 0.002 -2.019
O -5.648 -1.604 -2.623
C 3.153 0.309 -1.277
C -0.654 3.883 -0.240
O -5.122 0.607 -1.720
H 0.334 -1.746 4.023
C -2.312 2.169 -0.197
H -1.251 4.321 -1.049
H 0.567 0.375 4.617
C 0.251 -2.101 -1.396
N 2.606 -2.246 -2.113
H -2.827 2.811 -0.914
H 1.073 0.375 -0.773
C 3.416 1.716 -0.865
C -1.496 -1.653 2.836
H -2.035 -0.969 -0.910
H -1.914 -1.157 4.907
H -0.499 3.035 2.195
H -2.404 1.136 -0.529
C 1.603 -1.519 -1.574
H -3.953 -0.892 0.080
H -0.528 1.292 3.542
C 1.881 -0.223 -1.178
C 2.385 -3.616 -2.587
H 4.622 -2.383 -2.635
N -1.944 -1.185 1.516
H 2.138 1.548 0.547
O 0.535 -0.235 2.619
C -0.792 -1.736 -2.490
```

Summary:
- E (a.u.) = -2738.54199
- Kohn-Sham gap (eV) = 6.7
- energy above the lowest of the compared OMol25 structures with the same formula, charge and spin (eV) = 0.000
- charge = +1
- F_max (eV/Å) = 1.99
- LUMO (eV) = -4.93

Atomic partial charges in e from the Mulliken method, atoms 1 to 8: -0.464 0.437 0.225 0.381 0.590 0.261 1.221 0.438

[3]
C20H38N4O9 | the ωB97M-V functional and the def2-TZVPD basis

XYZ file:
```
71
C20H38N4O9 | OMol25 | the ωB97M-V functional and the def2-TZVPD basis
C 4.361 -2.840 -1.173
H -2.298 -2.713 -0.894
C -4.193 -1.472 2.315
H -7.272 -0.483 2.731
H -0.978 1.695 0.636
H 4.305 -0.831 3.216
C 4.509 3.660 -2.034
H 0.624 3.536 1.674
H 0.064 4.472 -4.087
H -3.794 -0.456 2.201
O -4.442 -1.098 -2.815
C 4.559 -0.033 2.516
C 0.720 3.799 -3.535
H 1.027 -3.666 3.127
H 1.018 2.990 -4.197
C 0.336 -0.323 -1.789
O -5.578 -1.394 2.081
H -2.728 -0.476 -1.849
H -3.928 -1.883 3.295
O 3.553 4.217 -1.142
H 1.864 2.320 1.632
N -0.971 -0.582 2.758
H 1.585 4.346 -3.166
C -1.241 0.422 2.285
O 4.991 -1.793 -0.431
C 3.136 3.420 -0.169
O 2.207 4.065 0.527
H -2.518 -2.405 1.409
C -0.011 3.270 -2.384
C 4.357 -1.404 0.669
H 3.847 -3.544 -0.522
N -0.118 -0.467 -2.834
O 5.128 -0.554 1.334
C 0.983 -3.677 2.038
H -3.590 -0.267 -4.511
H 4.648 4.391 -2.821
H 1.209 -2.685 1.661
H -3.955 -3.203 -1.376
H -4.055 -3.314 1.189
H 2.146 3.856 2.559
O -3.813 -1.648 -0.003
C -6.197 -0.398 2.869
H 3.645 0.529 2.312
H -2.468 -1.719 -3.027
H 4.200 2.695 -2.436
H -5.934 -0.518 3.926
H -2.651 1.581 1.267
H -5.905 0.608 2.534
C -3.598 -2.317 1.216
H 3.635 -2.419 -1.872
H -1.388 2.552 2.036
O 3.517 2.293 0.019
C -3.187 -1.388 -2.267
O 3.245 -1.745 0.988
H 0.966 0.952 -0.248
H 5.287 0.641 2.954
N 2.655 -5.373 1.018
C 1.906 -4.634 1.476
C 0.981 -0.104 -0.506
H -5.317 0.065 -4.241
H -4.104 0.895 -3.247
C -3.315 -2.351 -1.118
H -0.055 -3.918 1.803
C -1.596 1.607 1.530
H 0.553 -0.704 0.293
N -0.554 2.832 -1.480
C -4.351 -0.048 -3.752
H 5.460 3.490 -1.521
C 1.704 3.395 1.682
H 5.146 -3.348 -1.721
H 2.025 -0.400 -0.605
```

Summary:
- E (a.u.) = -1680.97437
- Kohn-Sham gap (eV) = 9.6
- energy above the lowest of the compared OMol25 structures with the same formula, charge and spin (eV) = 0.000
- F_max (eV/Å) = 0.95
- SMILES = COC(=O)OC.COC(=O)OC.COCCOCCOC.CC#N.CC#N.CC#N.CC#N
- LUMO (eV) = 0.38

Atomic partial charges in e from the Mulliken method, atoms 1 to 8: -0.529 0.305 -0.323 0.267 -0.131 0.320 -0.732 0.077

[4]
C20H39BrClF3MgN3NaO10 | the ωB97M-V functional and the def2-TZVPD basis

XYZ file:
```
79
C20H39BrClF3MgN3NaO10 | OMol25 | the ωB97M-V functional and the def2-TZVPD basis
H -0.561 3.216 2.400
C -1.209 -8.133 -4.648
H -2.484 5.293 8.230
C -0.403 2.342 3.034
O -0.737 -6.236 -6.098
H -1.897 0.653 3.327
H -0.142 2.531 9.310
O -0.389 5.021 1.415
O -0.335 -2.739 0.377
C 0.434 -4.219 -5.871
F 1.449 -3.663 -5.212
C -1.048 -3.381 -0.716
C -1.040 2.460 8.696
C 0.360 1.395 1.219
O -1.964 3.161 6.525
H -4.177 5.408 7.757
H -0.347 2.533 4.097
H 0.121 5.105 -4.709
H 0.566 3.895 -5.907
H 4.433 1.935 0.295
O 2.358 0.991 3.943
H -0.400 -7.907 -3.953
H 2.557 2.338 -2.952
C -3.203 3.632 7.023
H -1.231 1.408 8.477
H -2.101 -7.623 -4.284
H 1.501 2.528 0.031
H -1.737 -2.664 -1.183
H 0.285 -3.093 -2.386
H -2.226 1.931 2.039
C 0.432 -5.746 -5.716
H -1.676 -7.921 -6.731
H 1.966 4.600 -3.292
Na 4.690 2.020 -2.412
C 0.510 2.184 -3.624
Br 2.183 5.868 -6.194
O -0.258 3.101 -4.143
H -0.332 -4.745 -2.261
O 1.000 -0.515 3.092
N 0.843 1.753 0.080
H 1.441 -3.364 1.260
N -0.842 0.564 1.427
O 3.873 2.131 -0.473
H -1.386 -9.208 -4.636
C -3.187 5.097 7.420
H 3.895 1.324 -0.994
H -0.621 4.293 7.620
H -1.635 -4.200 -0.296
Cl -0.411 -0.752 -4.289
H 2.139 -4.213 -1.247
C -0.857 3.245 7.408
H -0.266 4.301 0.775
C 1.927 4.005 -4.210
C 1.451 0.643 3.210
O 0.072 1.174 -3.065
N 0.806 1.745 2.406
H -0.005 2.839 6.862
O 1.367 -6.385 -5.339
H -1.879 2.831 9.286
H 2.745 4.341 -4.862
C 1.070 -3.076 0.279
C -0.868 -7.668 -6.048
H 0.537 1.349 -0.808
C 1.971 2.517 -3.857
H 1.015 -5.158 -0.266
Mg -1.191 -0.250 -0.417
H 1.611 -2.182 -0.047
H -3.541 3.005 7.856
F 0.556 -3.870 -7.157
H 2.346 1.913 -4.691
H 0.035 -8.147 -6.421
H -3.925 3.490 6.217
F -0.691 -3.675 -5.411
C -1.504 1.297 2.551
C 0.559 4.128 -4.848
C 0.006 -3.886 -1.685
H -2.893 5.718 6.573
H -0.689 -0.440 1.588
C 1.173 -4.192 -0.748
```

Summary:
- E (a.u.) = -5397.95849
- Kohn-Sham gap (eV) = 2.6
- F_max (eV/Å) = 3.66
- LUMO (eV) = -3.92

Atomic partial charges in e from the Mulliken method, atoms 1 to 8: 0.024 -1.100 0.271 -0.168 -0.321 0.437 0.390 -0.939

[5]
C20H39ClFILiNO8P2 | the ωB97M-V functional and the def2-TZVPD basis

XYZ file:
```
74
C20H39ClFILiNO8P2 | OMol25 | the ωB97M-V functional and the def2-TZVPD basis
H -1.518 1.556 1.798
C -0.617 -0.568 2.423
C 0.177 -1.607 -0.428
H -4.609 -0.125 -1.653
H -4.628 -2.431 -2.696
C -0.663 1.889 1.216
C -2.518 -1.951 -2.644
H 0.310 4.592 0.237
H -3.643 -3.622 -1.884
O -1.515 3.791 -0.077
C -2.549 1.625 -0.472
H 2.620 -3.423 1.247
P 1.578 1.295 3.181
H 4.330 -2.335 -1.378
H 0.885 -3.419 1.413
H -2.214 -0.276 3.836
H -1.488 -0.787 1.805
H -0.462 -2.327 0.102
H -4.761 -2.581 -0.083
C 0.502 5.155 -0.670
C 1.691 -3.263 0.702
H -0.011 -0.996 -2.489
H 0.716 6.191 -0.405
O -0.236 -0.308 -0.115
C 3.909 -1.525 -0.783
H -5.233 -0.217 -0.136
H 1.661 0.921 -0.940
H 3.556 1.858 2.323
C 1.616 -1.819 0.159
O 2.781 2.324 2.656
H 2.858 0.821 0.302
C 2.075 2.752 0.003
O 1.718 -0.979 1.223
H -2.392 0.859 -1.222
O 0.579 -5.095 -0.377
H -0.980 -3.346 -3.118
O 2.488 -1.567 -0.922
C -1.233 2.318 -0.138
C 4.522 -1.557 0.604
H 4.103 -0.787 1.242
H -2.411 -0.897 -2.389
H -2.337 3.842 0.419
H -0.294 2.776 1.731
Cl 2.914 -4.681 -1.387
H -0.154 -1.521 2.672
C 1.623 4.535 -1.459
P 0.589 0.437 1.248
I 2.934 -0.462 4.269
H -0.524 2.203 -0.949
H 4.238 -0.605 -1.272
H -3.294 -1.605 -0.141
C -4.188 -1.897 -0.706
C 0.007 -1.919 -1.909
C -1.163 0.009 3.722
F -0.502 -0.493 4.843
O 2.352 5.182 -2.180
H 0.852 -2.488 -2.285
H -0.384 5.050 -1.288
N -5.052 -0.738 -0.981
H -3.022 1.198 0.407
H 4.476 -2.524 1.093
C 1.540 -4.371 -0.294
C 1.896 1.261 0.066
H 3.125 3.034 0.076
H 1.576 3.292 0.805
Li -1.868 5.750 -0.522
C -3.784 -2.550 -2.016
H -1.472 -3.443 -1.459
H -3.236 2.352 -0.908
H -2.645 -2.024 -3.723
H 5.578 -1.313 0.481
H -1.141 1.098 3.766
O 1.617 3.212 -1.314
C -1.250 -2.735 -2.256
```

Summary:
- E (a.u.) = -2990.06010
- Kohn-Sham gap (eV) = 4.2
- F_max (eV/Å) = 1.88
- LUMO (eV) = -2.65

Atomic partial charges in e from the Mulliken method, atoms 1 to 8: 0.837 -0.595 0.324 0.265 0.515 -1.563 -0.233 0.675

[6]
C20H39NO3 | the ωB97M-V functional and the def2-TZVPD basis

XYZ file:
```
63
C20H39NO3 | OMol25 | the ωB97M-V functional and the def2-TZVPD basis
H 1.866 3.486 1.587
C 2.082 0.051 -1.402
H -5.198 2.861 2.340
H 2.958 -1.769 -0.846
H 0.642 -1.869 -6.842
H 1.135 0.762 3.072
C -2.647 2.574 3.346
H -6.515 0.988 3.313
C 1.132 1.693 3.640
O 1.804 -5.182 -3.034
H 2.341 -4.227 -1.366
H -0.047 -3.669 -2.377
H -1.437 0.802 3.188
H -3.979 0.888 3.250
H 4.036 2.712 -0.455
H -2.667 2.761 2.270
H 0.795 -2.725 -0.251
C 0.820 -2.096 -1.155
C -6.462 1.952 3.824
C 0.851 -3.029 -2.388
C -3.930 1.855 3.756
C 2.072 -3.972 -2.396
C 3.131 2.100 -0.430
H -3.907 1.662 4.832
H -0.303 -0.932 -5.672
C 2.056 -1.240 -1.116
H -8.604 2.246 3.784
C 0.634 -1.460 -5.837
C -1.397 1.769 3.694
C 2.435 2.457 3.395
H 2.428 3.363 4.006
H -1.109 -1.821 -1.170
H 2.920 -3.450 -2.863
H 1.090 1.427 4.700
H 0.695 -1.187 -3.353
H -0.147 2.684 2.214
N 0.805 -2.170 -3.558
O 0.869 -3.756 -5.165
H -1.380 1.577 4.770
C -0.118 2.497 3.289
H -5.126 3.634 3.923
H 1.480 -4.968 -3.933
H 3.666 1.033 1.359
H 3.596 3.460 1.902
H 4.163 0.303 -1.043
C -5.176 2.668 3.416
O -0.322 -1.267 -1.205
C 2.847 1.662 1.004
H -7.675 3.730 4.002
H -6.439 1.755 4.898
H -7.751 2.964 2.416
H 3.269 1.838 3.736
C 0.778 -2.586 -4.837
H 1.938 1.058 1.009
H -0.078 3.465 3.795
H -2.602 3.543 3.848
H 3.516 1.270 -2.375
H 1.161 0.563 -1.648
H 2.303 2.717 -0.788
C 3.309 0.901 -1.366
C -7.700 2.773 3.486
H 1.455 -0.756 -5.726
C 2.684 2.857 1.940
```

Summary:
- E (a.u.) = -1065.95521
- Kohn-Sham gap (eV) = 9.9
- energy above the lowest of the compared OMol25 structures with the same formula, charge and spin (eV) = 0.127
- F_max (eV/Å) = 0.74
- SMILES = CCCCCCCCCCCCC/C=C/[C@@H](O)[C@H](CO)NC(C)=O
- LUMO (eV) = 0.47

Atomic partial charges in e from the natural (NBO) method, atoms 1 to 8: 0.195 -0.175 0.191 0.206 0.241 0.195 -0.384 0.192

Question: Which formula does entry 6 have?
Answer: C20H39NO3